(1)
Below is an isolated molecule of C6H8N2O, with properties calculated with ωB97M-V/def2-TZVPD.

The geometry in XYZ format:
```
17
Properties=species:S:1:pos:R:3:forces:R:3:nbo_charge:R:1
C 1.5993 0.0749 -0.0892 0.6 2.2 0.8 0.134
H -1.8626 2.2030 -0.8410 -0.1 -0.2 0.1 0.373
H -0.2556 -2.6418 0.1348 -0.7 -0.6 -0.1 0.217
C 1.2551 -1.2579 -0.0796 -1.1 -0.5 0.0 -0.254
C -1.1243 -0.6451 0.0077 0.8 -0.1 -0.3 0.267
H -1.6386 2.3233 0.7437 0.0 0.3 0.5 0.372
H 0.8398 2.1845 0.0138 0.0 -1.5 -0.2 0.211
H 3.1573 1.2787 0.6477 -0.7 -0.5 -0.6 0.373
C -0.0906 -1.5991 -0.0088 -0.2 0.6 0.1 -0.234
C 0.6023 1.0803 -0.0616 -0.8 -0.3 0.0 -0.260
H 1.9249 -2.1227 -0.0598 0.3 0.8 0.0 0.218
H -2.9522 -0.1618 0.0255 0.7 -0.9 0.2 0.501
O -2.4333 -1.0116 0.0767 -0.4 0.8 -0.1 -0.677
H 3.5712 -0.2821 0.3172 -0.9 1.1 -0.7 0.365
N 2.9526 0.5056 -0.0039 1.5 -1.2 0.8 -0.815
N -1.8329 1.6583 0.0204 -0.2 0.1 -0.8 -0.860
C -0.7678 0.7075 -0.0538 1.4 -0.2 0.3 0.068
```
Positions in Å, forces in eV/Å.

Computed properties:
Structure (SMILES): Nc1ccc(O)c(N)c1
HOMO energy: -7.6181 eV
Net charge: 0
Energy relative to the best compared isomer or geometry (same formula, charge and spin): 3.7 kJ/mol

=====

(2)
Below is a structure of composition C20H17FeN3OSe, with properties calculated with ωB97M-V/def2-TZVPD.

The geometry in XYZ format:
```
43
Properties=species:S:1:pos:R:3:forces:R:3:nbo_charge:R:1
H 3.2695 -2.7402 -2.7573 0.0 0.0 0.0 0.214
H -2.7381 -3.5518 0.0691 0.0 0.0 0.0 0.232
C -4.2670 -2.0507 0.0636 0.0 0.0 0.0 -0.205
C -3.7441 -0.0144 -1.1249 0.0 0.0 0.0 -0.192
Se -0.4426 -2.5481 -1.3278 -0.3 -0.1 0.0 0.143
C -2.4928 -0.5067 -1.4441 0.0 0.0 0.1 -0.205
C 4.6933 -3.3282 -1.2588 0.0 0.0 0.0 -0.240
C 0.0953 1.4491 -0.1555 -0.1 0.0 0.2 0.584
C 5.0955 -3.1105 0.0468 0.0 0.0 0.0 -0.111
H -3.6023 5.1982 0.6764 0.0 0.0 0.0 0.224
H -2.9030 4.6372 -1.6252 0.0 0.0 0.0 0.224
H 5.9339 -3.6542 0.4609 0.0 0.0 0.0 0.243
H -1.1769 2.8997 -1.9995 0.0 0.0 0.0 0.228
H -1.8061 0.0955 -2.0189 0.0 0.0 0.0 0.241
C -2.8474 4.4409 0.5104 0.0 0.0 0.0 -0.176
C -1.4929 3.1525 -0.9964 0.0 0.0 0.0 -0.186
C 4.4139 -2.1833 0.8219 0.0 0.0 0.0 -0.219
H 4.7134 -1.9927 1.8421 0.0 0.0 0.0 0.244
N 1.5744 -0.0244 0.4212 0.1 -0.1 -0.1 -0.368
C -0.9080 2.5013 0.0877 0.0 0.0 0.0 -0.087
H -0.8375 2.3151 2.2201 0.0 0.0 0.0 0.234
C -3.0235 -2.5595 -0.2540 0.0 0.0 0.0 -0.191
H -5.6013 -0.3804 -0.1179 0.0 0.0 0.0 0.231
H 2.3788 0.7895 2.7298 0.0 0.0 0.0 0.270
C -2.4578 4.1233 -0.7836 0.0 0.0 0.0 -0.220
H -2.5707 4.0427 2.6009 0.0 0.0 0.0 0.225
H -4.9589 -2.6460 0.6433 0.0 0.0 0.0 0.235
C 3.0518 0.0121 2.3810 0.0 0.0 0.0 -0.691
H -4.0303 0.9729 -1.4619 0.0 0.0 0.0 0.234
C 2.5971 -0.4685 1.0452 -0.1 0.1 0.1 0.249
O 0.2376 1.0159 -1.3766 0.1 -0.2 -0.1 -0.828
N 2.9539 -1.7140 -1.0010 -0.1 0.1 0.0 -0.581
N 0.7889 0.9895 0.8663 0.0 0.1 0.1 -0.417
C -4.6267 -0.7776 -0.3676 0.0 0.0 0.0 -0.143
Fe 1.1372 -0.6975 -1.4678 0.2 0.3 -0.1 1.441
C -2.2663 3.7927 1.5935 0.0 0.0 0.0 -0.215
C -2.1234 -1.7786 -0.9932 0.1 -0.1 0.0 -0.242
H 3.0585 -0.8041 3.1059 0.0 0.0 0.0 0.241
C 3.6151 -2.6069 -1.7396 0.0 0.0 0.0 0.075
H 5.1982 -4.0350 -1.9003 0.0 0.0 0.0 0.248
C -1.2964 2.8273 1.3864 0.0 0.0 0.0 -0.168
C 3.3428 -1.4962 0.2789 0.1 -0.1 0.0 0.179
H 4.0647 0.4142 2.3205 0.0 0.0 0.0 0.244
```
Positions in Å, forces in eV/Å.

Computed properties:
HOMO energy (alpha / beta): -11.2712 / -11.2723 eV
Spin multiplicity: 6
Net charge: +1
Energy relative to the best compared isomer or geometry (same formula, charge and spin): 0.0 kJ/mol

=====

Q: Which formula does entry 1 have?
A: C6H8N2O